A | ORCA calculation (ωB97M-V with the def2-TZVPD basis set) on a 3-piece molecular cluster, C6H12N2O2 overall.

```
22
C6H12N2O2, DFT ωB97M-V with the def2-TZVPD basis set
C 0.403 5.445 1.082
N 0.341 4.527 -0.035
C 1.216 3.589 -0.097
O 1.870 3.140 1.028
C 2.752 2.093 0.672
C 2.539 1.854 -0.813
N 2.345 0.437 -1.183
C 1.644 2.840 -1.244
C 1.068 3.025 -2.613
H 0.389 4.925 2.057
H 1.311 6.075 1.067
H -0.466 6.117 1.056
H 3.792 2.402 0.855
H 2.549 1.220 1.309
H 1.816 -0.095 -0.495
H 1.857 0.320 -2.069
H 0.084 2.537 -2.720
H 0.925 4.093 -2.841
H 1.729 2.599 -3.381
H 3.660 0.384 -1.837
O 4.354 1.550 -1.748
H 4.307 2.320 -2.323
```

Properties
LUMO = 0.3 eV

B | ORCA calculation (ωB97M-V with the def2-TZVPD basis set) on C6H12N2O2 as an isolated structure.

```
22
C6H12N2O2, DFT ωB97M-V with the def2-TZVPD basis set
C -2.495 -0.328 1.277
C -3.099 -0.341 -1.073
C -1.104 0.810 -0.330
C 0.300 0.610 0.416
C 1.356 1.587 -0.110
C 2.132 -0.727 -0.091
H -1.536 -0.367 2.059
H -2.889 -1.303 1.611
H -3.198 0.101 1.430
H -3.879 0.665 -1.293
H -2.655 -0.480 -2.320
H -3.880 -1.370 -1.142
H -1.211 2.060 0.198
H -0.693 0.985 -1.277
H 0.415 0.925 1.660
H 1.298 2.725 0.555
H 1.275 1.647 -1.094
H 3.536 0.839 -0.238
N -2.031 -0.283 0.018
N 2.515 0.649 -0.037
O 2.756 -1.637 -0.209
O 0.681 -0.696 0.140
```

Properties
LUMO = 0.7 eV

C | ORCA calculation (ωB97M-V with the def2-TZVPD basis set) on C6H12N2O2 as an isolated structure.

```
22
C6H12N2O2, DFT ωB97M-V with the def2-TZVPD basis set
C 1.675 1.431 1.605
C 1.019 0.193 1.043
C 0.213 0.445 -0.220
C -0.797 -0.644 -0.607
N -2.015 -0.650 0.190
C -1.171 -0.605 -2.079
N -2.275 -0.069 -2.531
C 1.611 -1.118 1.324
O 0.447 -0.683 2.022
H 2.273 1.192 2.493
H 2.333 1.882 0.849
H 0.912 2.174 1.879
H -0.334 1.396 -0.106
H 0.933 0.600 -1.036
H -0.318 -1.630 -0.495
H -1.794 -1.039 1.103
H -2.322 0.303 0.373
H 1.460 -1.956 0.639
H 2.523 -1.170 1.926
O -0.256 -0.325 -2.976
H -2.972 -0.002 -1.792
H -1.141 0.275 -3.604
```

Properties
LUMO = 0.8 eV

Winner for stability: C

A | ORCA calculation (ωB97M-V with the def2-TZVPD basis set) on the molecule C4H6OS2.

```
13
C4H6OS2, DFT ωB97M-V with the def2-TZVPD basis set
C -1.962 1.271 -1.491
S -0.930 1.354 0.019
C 0.219 0.118 -0.329
S 0.272 -0.819 -1.620
C 1.197 -0.077 0.837
C 0.878 -1.303 1.766
O 1.433 -1.361 2.849
H -2.443 0.296 -1.571
H -2.694 2.044 -1.348
H -1.414 1.490 -2.393
H 2.172 -0.259 0.459
H 1.287 0.767 1.545
H 0.168 -2.063 1.434
```

Properties
LUMO = -0.2 eV
Structure (SMILES) = CSC(=S)CC=O

B | ORCA calculation (ωB97M-V with the def2-TZVPD basis set) on C4H6OS2 as an isolated structure.

```
13
C4H6OS2, DFT ωB97M-V with the def2-TZVPD basis set
C -2.457 -0.131 1.031
C -2.015 -0.461 -0.457
C 0.875 0.150 -0.015
C 0.578 1.556 -0.031
H -2.518 -0.997 1.654
H -1.591 0.461 1.368
H -3.396 0.675 0.987
H -2.101 0.406 -1.089
H -2.603 -1.352 -0.850
H 1.265 2.277 0.494
O -0.551 1.947 -0.451
S -0.280 -1.088 -0.412
S 2.371 -0.396 0.279
```

Properties
LUMO = -1.7 eV

C | ORCA calculation (ωB97M-V with the def2-TZVPD basis set) on the molecule C4H6OS2.

```
13
C4H6OS2, DFT ωB97M-V with the def2-TZVPD basis set
O 1.217 -1.286 -2.400
C 0.542 -0.602 -1.683
S -1.080 0.007 -2.226
C 1.023 -0.191 -0.341
C 0.383 0.727 0.416
C 0.634 0.783 1.917
S -0.579 0.205 3.095
H -0.982 -0.740 -3.310
H 1.892 -0.695 0.063
H -0.351 1.408 -0.054
H 0.922 1.818 2.161
H 1.514 0.117 2.063
H -1.672 0.674 2.527
```

Properties
LUMO = -0.2 eV
Structure (SMILES) = O=C(S)/C=C/CS

Winner for stability: A

A | ORCA calculation (ωB97M-V with the def2-TZVPD basis set) on the molecule CH3IS.

```
6
CH3IS, DFT ωB97M-V with the def2-TZVPD basis set
S -1.000 0.948 0.697
C 0.484 0.189 -0.351
I 2.424 0.599 0.362
H -1.115 0.153 1.780
H 0.061 -0.781 -0.345
H 0.409 0.601 -1.438
```

Properties
LUMO = 0.2 eV
Structure (SMILES) = SCI

B | ORCA calculation (ωB97M-V with the def2-TZVPD basis set) on a 2-piece molecular cluster, CH3IS overall.

```
6
CH3IS, DFT ωB97M-V with the def2-TZVPD basis set
C 0.242 0.462 -0.623
S -1.320 -1.302 0.464
I 2.107 0.341 0.466
H 0.253 -0.167 -1.483
H -0.416 1.307 -0.322
H -0.865 -0.641 1.498
```

Properties
LUMO (alpha / beta) = -1.4 / -1.4 eV

Winner for stability: A

A | ORCA calculation (ωB97M-V with the def2-TZVPD basis set) on a 9-piece molecular cluster, C18H54O18 overall.

```
90
C18H54O18, DFT ωB97M-V with the def2-TZVPD basis set
O -0.928 4.227 -1.844
C -1.379 4.563 -3.135
C -1.422 6.110 -3.279
O -0.073 6.622 -3.343
H -1.385 3.403 -1.662
H -0.673 4.197 -3.881
H -2.379 4.162 -3.303
H -1.988 6.449 -2.412
H -1.959 6.380 -4.188
H -0.101 7.539 -3.625
O -2.839 -0.943 -0.188
C -3.521 0.145 0.417
C -3.736 1.342 -0.536
O -2.480 1.972 -0.890
H -1.933 -0.861 0.119
H -4.563 -0.056 0.665
H -3.013 0.516 1.308
H -4.367 2.128 -0.122
H -4.395 1.136 -1.379
H -1.957 1.488 -1.533
O 0.051 -3.953 -4.662
C -0.646 -3.279 -3.656
C -1.381 -4.244 -2.705
O -2.702 -4.581 -3.200
H 0.354 -4.772 -4.264
H 0.084 -2.817 -2.991
H -1.296 -2.501 -4.054
H -1.560 -3.862 -1.700
H -0.724 -5.055 -2.391
H -2.687 -5.422 -3.663
O -1.921 -0.726 3.663
C -0.948 -0.997 4.568
C -1.571 -1.751 5.833
O -1.949 -0.773 6.798
H -2.068 -1.553 3.200
H -0.140 -1.554 4.094
H -0.495 -0.049 4.857
H -0.873 -2.418 6.340
H -2.334 -2.438 5.466
H -2.610 -0.210 6.388
O 3.774 0.977 1.136
C 4.116 2.198 0.516
C 2.945 3.227 0.461
O 2.183 3.046 -0.734
H 3.340 0.404 0.499
H 4.997 2.515 1.074
H 4.467 2.025 -0.501
H 3.374 4.227 0.397
H 2.254 3.084 1.292
H 1.622 3.805 -0.909
O 5.006 -2.462 -4.622
C 4.097 -1.367 -4.235
C 2.628 -1.774 -3.880
O 1.889 -1.961 -5.123
H 5.785 -2.331 -4.077
H 4.425 -0.970 -3.274
H 4.160 -0.546 -4.950
H 2.044 -1.046 -3.317
H 2.605 -2.713 -3.328
H 1.258 -2.673 -4.996
O -3.077 1.993 4.639
C -2.862 2.984 3.566
C -1.409 3.484 3.380
O -0.588 2.370 3.053
H -2.676 1.167 4.361
H -3.282 2.549 2.660
H -3.534 3.838 3.652
H -1.152 3.947 4.333
H -1.248 4.139 2.524
H -0.334 2.466 2.133
O 2.152 -1.235 0.267
C 1.163 -0.668 -0.580
C 0.405 0.428 0.272
O -0.402 -0.308 1.134
H 1.721 -1.737 0.962
H 1.661 -0.117 -1.378
H 0.450 -1.343 -1.054
H -0.255 1.042 -0.340
H 1.062 1.085 0.841
H -0.528 0.154 1.966
O 2.623 -4.675 0.450
C 1.244 -4.504 0.937
C 1.225 -4.159 2.399
O 1.890 -2.970 2.661
H 3.145 -3.877 0.561
H 0.727 -3.729 0.370
H 0.767 -5.474 0.797
H 1.672 -4.931 3.026
H 0.242 -3.946 2.817
H 2.733 -3.206 3.054
```

Properties
LUMO = 0.3 eV
Structure (SMILES) = OCCO.OCCO.OCCO.OCCO.OCCO.OCCO.OCCO.OCCO.OCCO

B | ORCA calculation (ωB97M-V with the def2-TZVPD basis set) on a 9-piece molecular cluster, C18H54O18 overall.

```
90
C18H54O18, DFT ωB97M-V with the def2-TZVPD basis set
O -3.138 4.160 1.785
C -3.180 2.736 1.694
C -2.606 2.021 2.907
O -1.456 1.268 2.556
H -2.636 4.424 2.562
H -4.224 2.459 1.540
H -2.637 2.405 0.803
H -3.377 1.338 3.296
H -2.464 2.709 3.748
H -0.750 1.409 3.192
O 1.672 5.138 -5.645
C 1.813 3.728 -5.829
C 1.165 2.962 -4.708
O 1.816 3.209 -3.458
H 2.551 5.489 -5.491
H 1.362 3.410 -6.773
H 2.868 3.444 -5.873
H 1.193 1.903 -4.975
H 0.104 3.201 -4.575
H 1.799 4.167 -3.362
O -5.351 0.519 -0.986
C -4.284 -0.282 -0.501
C -4.758 -1.573 0.095
O -5.164 -1.330 1.442
H -6.177 0.144 -0.663
H -3.685 -0.581 -1.365
H -3.688 0.204 0.273
H -3.952 -2.317 0.092
H -5.567 -1.988 -0.522
H -5.439 -2.173 1.814
O 3.574 -3.825 2.127
C 2.358 -4.378 1.595
C 1.308 -3.294 1.504
O 0.266 -3.761 0.682
H 3.871 -4.363 2.864
H 2.596 -4.669 0.566
H 2.009 -5.245 2.153
H 1.765 -2.331 1.248
H 0.897 -3.114 2.515
H -0.268 -2.996 0.429
O 5.633 -0.180 2.516
C 5.340 0.275 1.183
C 4.070 -0.364 0.748
O 2.869 0.128 1.327
H 6.254 0.432 2.923
H 5.195 1.363 1.245
H 6.162 0.087 0.491
H 4.127 -1.449 0.909
H 3.886 -0.223 -0.320
H 3.001 0.269 2.271
O 2.862 4.109 0.644
C 1.864 3.488 1.430
C 0.574 4.274 1.414
O -0.087 4.000 0.182
H 2.596 3.998 -0.274
H 1.670 2.499 1.000
H 2.180 3.354 2.463
H 0.766 5.351 1.498
H -0.076 4.051 2.275
H -0.881 4.541 0.130
O -2.625 -3.580 5.470
C -3.083 -2.290 5.079
C -1.986 -1.429 4.508
O -1.937 -1.515 3.091
H -2.546 -4.127 4.684
H -3.899 -2.378 4.358
H -3.458 -1.812 5.986
H -1.026 -1.750 4.925
H -2.136 -0.384 4.809
H -1.976 -0.627 2.718
O 0.724 0.149 -2.299
C 0.583 0.395 -0.899
C -0.724 -0.187 -0.421
O -0.766 -1.566 -0.780
H 1.195 0.884 -2.700
H 1.382 -0.095 -0.329
H 0.661 1.475 -0.750
H -1.531 0.329 -0.953
H -0.793 -0.050 0.652
H -0.744 -1.649 -1.738
O 1.534 -3.549 -6.341
C 0.398 -3.897 -5.574
C 0.463 -3.428 -4.142
O 0.485 -2.006 -4.159
H 2.298 -3.678 -5.771
H -0.425 -3.319 -6.014
H 0.094 -4.945 -5.643
H 1.386 -3.769 -3.652
H -0.426 -3.810 -3.628
H 0.688 -1.621 -3.298
```

Properties
LUMO = 0.1 eV
Structure (SMILES) = OCCO.OCCO.OCCO.OCCO.OCCO.OCCO.OCCO.OCCO.OCCO

Winner for stability: B